# 1
ORCA calculation (the ωB97M-V functional and the def2-TZVPD basis) on a cluster of 5 separate species, C10H31NO8 in total at a distorted geometry.

For the highest occupied orbital energy, the calculation gives -9.3570 eV.

Last column: Löwdin charge in e.
Cartesian coordinates (Å):
C  -2.1927  -0.9919  3.0644  -0.049
C  -2.8514  -0.1440  2.0087  -0.411
C  -2.0407  1.0481  1.5210  -0.210
O  -1.7438  1.8663  2.6206  -0.189
C  -1.4154  3.2062  2.3279  -0.101
N  -3.3089  -0.9390  0.8301  0.040
H  -2.8861  -1.7421  3.4407  0.080
H  -1.8810  -0.3422  3.8838  0.083
H  -1.2669  -1.4459  2.6975  0.089
H  -3.7445  0.3190  2.4531  0.140
H  -2.5979  1.6186  0.7661  0.133
H  -1.1189  0.7048  1.0269  0.115
H  -0.6414  3.5330  3.0213  0.082
H  -2.3027  3.8316  2.4384  0.089
H  -0.9870  3.2997  1.3257  0.090
H  -4.2095  -0.5839  0.5385  0.091
H  -3.4299  -1.8937  1.1525  0.085
O  1.1753  0.2643  -0.4470  -0.064
H  0.3553  -0.2662  -0.3555  0.011
H  1.5958  -0.0913  -1.2384  0.016
C  -2.3813  -2.8282  -2.2014  -0.239
C  -1.1706  -2.7169  -1.2871  -0.235
O  -0.9908  -1.4143  -0.7621  -0.122
O  -2.1323  -2.2919  -3.4978  -0.060
H  -3.2188  -2.2570  -1.8042  0.111
H  -2.6880  -3.8767  -2.2897  0.116
H  -0.2671  -2.9763  -1.8455  0.110
H  -1.2100  -3.4560  -0.4752  0.117
H  -1.8558  -1.1731  -0.3363  0.047
H  -1.4310  -2.8118  -3.9023  0.080
C  2.1622  2.7391  1.9383  -0.261
C  3.2106  2.9565  2.9949  -0.240
O  4.0071  4.1115  2.7111  -0.069
O  2.7590  2.2866  0.7229  -0.081
H  1.5802  3.6404  1.7222  0.110
H  1.4398  1.9815  2.2753  0.116
H  3.8741  2.0871  3.0244  0.121
H  2.7620  3.0990  3.9786  0.114
H  4.7775  3.8488  2.2052  0.078
H  2.1741  1.5915  0.3814  0.024
C  2.4760  -0.7157  -4.3148  -0.247
C  2.7252  -2.0346  -3.6281  -0.215
O  2.3504  -1.8902  -2.2409  -0.087
O  1.0990  -0.3416  -4.3187  -0.055
H  2.7914  -0.8059  -5.3587  0.122
H  3.0731  0.0971  -3.8879  0.123
H  3.7887  -2.2788  -3.6718  0.122
H  2.1224  -2.8268  -4.0784  0.119
H  2.8968  -2.4653  -1.7012  0.093
H  0.7684  -0.5299  -3.4283  0.067

Forces on the atoms, in the same order (eV/Å):
C 0.65 0.37 -0.02
C -1.17 0.70 -0.39
C 0.46 -0.09 -0.34
O 0.08 -0.26 0.53
C 0.23 -0.10 -0.19
N 0.62 0.02 0.56
H 0.09 -0.12 0.02
H -0.17 -0.07 0.06
H -0.18 -0.22 -0.12
H 0.09 -0.15 0.21
H -0.19 -0.17 0.02
H 0.02 0.04 0.08
H -0.13 0.01 0.14
H 0.02 0.16 -0.14
H -0.15 0.07 -0.05
H -0.03 -0.15 -0.18
H -0.25 0.00 -0.17
O -0.32 -0.02 0.14
H 0.46 0.09 -0.23
H 0.10 -0.14 0.11
C 0.31 -0.10 -0.38
C 0.23 -0.14 0.14
O -0.70 -0.01 0.05
O -0.09 0.03 0.20
H -0.03 -0.01 0.09
H -0.01 -0.03 0.12
H 0.02 0.13 -0.10
H -0.30 0.03 0.04
H 0.45 0.06 -0.05
H 0.01 0.07 -0.06
C -0.38 -0.58 -0.60
C 0.55 0.30 -0.36
O -0.19 0.12 0.33
O -0.03 0.06 0.41
H 0.20 0.24 0.28
H 0.10 0.04 0.20
H -0.25 -0.15 0.12
H -0.06 0.06 -0.01
H -0.07 -0.11 -0.16
H 0.12 -0.01 -0.25
C -0.22 0.27 -0.52
C 0.11 0.29 0.74
O -0.13 0.09 -0.34
O 0.33 -0.49 0.29
H -0.14 -0.02 0.02
H 0.09 -0.19 0.26
H -0.02 -0.08 -0.26
H 0.08 -0.01 -0.11
H -0.03 -0.01 0.06
H -0.19 0.20 -0.18

***

# 2
ORCA calculation (the ωB97M-V functional and the def2-TZVPD basis) on a cluster of 6 separate species, C10H32N4O6 in total at a distorted geometry.

For the highest occupied orbital energy, the calculation gives -9.5985 eV.

Last column: Löwdin charge in e.
Cartesian coordinates (Å):
C  5.0504  2.3302  -3.9142  -0.203
O  3.8239  1.8274  -4.2951  -0.106
H  5.1775  3.4099  -3.8353  0.070
H  5.3419  1.9332  -2.9418  0.085
H  5.7413  2.0828  -4.7201  0.076
H  3.6656  2.1408  -5.1886  0.078
C  5.7289  5.4528  0.8649  -0.177
O  6.0305  4.2087  1.4457  -0.120
H  6.4395  5.6212  0.0557  0.071
H  4.7430  5.3474  0.4121  0.075
H  5.7022  6.3628  1.4643  0.073
H  5.3807  3.5198  1.2882  0.077
C  2.2490  -0.0149  6.9412  -0.832
O  1.3797  -0.6516  6.3969  0.034
N  3.0689  0.7386  6.3094  0.167
N  2.3981  0.0818  8.2227  0.160
H  3.6172  1.3651  6.8812  0.111
H  3.0506  0.7713  5.3001  0.129
H  1.8050  -0.3962  8.8859  0.123
H  3.1841  0.6006  8.5876  0.106
C  1.1100  0.5970  0.6964  -0.783
O  2.3022  0.7120  0.9482  0.012
N  0.5676  0.7387  -0.5012  0.153
N  0.1926  0.3410  1.5647  0.165
H  -0.4359  0.6536  -0.5775  0.101
H  1.1648  0.8427  -1.3091  0.118
H  0.3964  0.1997  2.5438  0.128
H  -0.7470  0.3773  1.1960  0.108
C  -5.7266  1.0509  -3.0369  -0.067
C  -4.8631  1.8181  -2.0979  -0.525
C  -5.4605  3.0195  -1.3969  -0.057
O  -4.4814  0.9233  -1.0766  -0.066
H  -6.0558  1.7855  -3.7718  0.078
H  -6.6273  0.6411  -2.5798  0.088
H  -5.1478  0.3370  -3.6229  0.085
H  -3.9945  2.1794  -2.6486  0.139
H  -5.9962  3.6737  -2.0848  0.077
H  -4.6344  3.6153  -1.0089  0.080
H  -6.1273  2.7215  -0.5878  0.081
H  -5.2386  0.5974  -0.5846  0.086
C  -0.9862  -6.6832  -1.9281  -0.074
C  -2.1919  -6.3088  -1.0712  -0.505
C  -2.5446  -4.8814  -1.4111  -0.066
O  -3.2574  -7.1913  -1.3772  -0.044
H  -1.1675  -6.9546  -2.9681  0.082
H  -0.5497  -7.5861  -1.5010  0.074
H  -0.2803  -5.8579  -2.0209  0.074
H  -1.9034  -6.3996  -0.0240  0.133
H  -1.6733  -4.2264  -1.4142  0.079
H  -3.3495  -4.5500  -0.7552  0.078
H  -2.9532  -4.8289  -2.4203  0.085
H  -2.9179  -8.0882  -1.3334  0.084

Forces on the atoms, in the same order (eV/Å):
C 1.75 0.32 -0.23
O -1.53 0.06 -0.01
H -0.78 0.42 0.12
H 0.02 -0.32 -0.26
H 0.76 -0.39 0.40
H -0.25 -0.10 -0.01
C -0.90 -0.59 -1.64
O 0.92 -0.05 1.29
H 0.07 0.19 -0.09
H -0.12 0.47 -0.22
H 0.23 -0.52 0.83
H -0.24 0.46 -0.17
C -2.87 -1.49 -1.05
O -1.30 -1.43 -0.73
N 3.56 2.93 -2.64
N 0.52 0.00 5.23
H 0.18 0.11 -1.00
H 0.12 0.17 0.36
H 0.13 0.05 -0.45
H -0.35 -0.33 0.23
C 3.23 0.60 -0.40
O 0.40 -0.06 -0.10
N -0.48 0.45 -2.96
N -3.10 -0.86 3.22
H 0.48 0.04 -0.69
H -0.34 0.04 0.18
H -0.16 0.10 -0.32
H 0.00 -0.28 1.10
C -0.57 1.12 -1.45
C -0.64 -0.29 0.97
C -0.12 0.63 -0.59
O 1.90 -0.60 0.59
H -0.39 -0.03 -0.31
H 0.17 -0.25 0.09
H -0.14 -0.35 0.44
H 0.39 -0.40 0.23
H -0.17 0.00 -0.05
H -0.12 -0.06 0.35
H -0.03 0.04 -0.02
H -0.24 0.19 -0.22
C 0.56 -0.55 -0.01
C 1.09 0.11 -1.43
C -1.15 -0.07 -0.05
O -0.56 0.30 0.23
H -0.84 0.13 -0.02
H 0.59 0.12 0.06
H 0.32 -0.22 0.54
H -0.07 0.07 0.20
H -0.13 -0.03 0.49
H 0.20 0.43 0.11
H 0.00 -0.19 -0.15
H -0.01 -0.08 0.03

***

# 3
ORCA calculation (the ωB97M-V functional and the def2-TZVPD basis) on a cluster of 6 separate species, C10H32O10 in total at a distorted geometry.

For the highest occupied orbital energy, the calculation gives -9.5568 eV.

Last column: Löwdin charge in e.
Cartesian coordinates (Å):
C  -5.8554  10.7574  23.1919  -0.140
O  -6.4856  9.5120  23.4495  -0.144
H  -4.9338  10.6682  23.7670  0.060
H  -5.6646  11.0536  22.1604  0.074
H  -6.5146  11.4946  23.6503  0.081
H  -6.7806  9.2489  22.5747  0.025
C  -1.9619  12.3244  23.2230  -0.140
O  -1.4095  13.3122  22.3894  -0.114
H  -2.8542  11.7881  22.9000  0.063
H  -1.2025  11.5728  23.4385  0.087
H  -2.2348  12.8208  24.1542  0.087
H  -1.4893  14.1154  22.9091  0.097
C  -4.1502  13.7804  19.9638  -0.258
C  -2.8134  13.6947  19.3011  -0.283
O  -1.6956  14.2817  19.8909  -0.053
O  -4.2490  13.2121  21.2379  -0.067
H  -4.9378  13.4338  19.2947  0.121
H  -4.3432  14.8473  20.0760  0.119
H  -2.8354  14.1138  18.2951  0.123
H  -2.6058  12.6357  19.1476  0.117
H  -1.5862  13.8704  20.7514  0.021
H  -4.1524  13.8099  21.9828  0.090
C  -6.2427  7.3931  19.7922  -0.199
C  -7.2345  8.5044  19.5852  -0.253
O  -7.4648  9.2260  20.7654  -0.078
O  -6.0538  6.5799  18.5974  -0.076
H  -6.6025  6.7704  20.6112  0.120
H  -5.2316  7.7236  20.0299  0.126
H  -8.1392  8.1572  19.0861  0.125
H  -6.8967  9.2446  18.8598  0.119
H  -8.0999  9.9249  20.5930  0.110
H  -5.3986  6.8260  17.9404  0.082
C  -4.3663  6.8514  24.8248  -0.178
C  -2.8970  6.1280  25.0773  -0.237
O  -2.8703  4.7435  25.1544  -0.082
O  -4.0164  7.9520  23.9856  -0.091
H  -4.7959  7.1145  25.7914  0.113
H  -5.0489  6.1645  24.3244  0.102
H  -2.4048  6.5830  25.9368  0.109
H  -2.1924  6.2071  24.2493  0.107
H  -3.2674  4.4512  24.3307  0.084
H  -4.1338  8.7274  24.5392  0.062
C  -9.0445  6.8072  22.9452  -0.251
C  -10.2620  7.5022  23.5972  -0.206
O  -10.7126  6.5405  24.5898  -0.071
O  -8.0114  6.7004  23.8843  -0.067
H  -8.6896  7.3852  22.0920  0.090
H  -9.2653  5.8002  22.5912  0.122
H  -11.0121  7.8055  22.8668  0.107
H  -10.0000  8.4833  23.9934  0.111
H  -10.3349  6.7630  25.4439  0.079
H  -7.3879  7.4303  23.8699  0.053

Forces on the atoms, in the same order (eV/Å):
C -0.11 0.08 1.57
O -0.37 -0.24 -1.02
H 0.34 0.75 -0.25
H 0.00 -0.51 -0.08
H 0.33 0.55 -0.02
H -0.36 -0.58 -0.25
C 0.08 -0.74 1.38
O -0.20 0.39 -0.15
H 0.02 0.40 -0.79
H 0.04 -0.02 0.07
H -0.03 -0.34 0.33
H 0.29 0.25 -0.41
C -0.16 2.66 0.26
C 0.72 -1.40 -1.20
O -0.29 0.79 0.28
O -0.19 -1.63 0.49
H 0.06 -0.53 0.11
H -0.24 0.37 -0.09
H -0.54 0.12 -0.06
H 0.09 -0.47 -0.06
H 0.23 -0.24 0.42
H 0.10 0.37 -0.57
C 1.40 -0.45 -1.17
C 0.08 1.00 -1.81
O -0.21 -0.20 1.10
O -1.58 -0.55 0.76
H 0.09 -0.38 -0.23
H -0.25 0.56 0.57
H -0.35 -0.61 0.54
H 0.71 -0.12 -0.35
H -0.03 0.01 -0.01
H 0.15 0.77 0.63
C 3.26 -1.30 -0.12
C -0.77 0.90 -0.95
O -1.05 -1.62 1.24
O -0.66 0.09 0.68
H -0.03 0.28 -0.11
H 0.04 0.02 -0.19
H -0.21 -0.24 0.25
H -0.45 1.86 -0.52
H 0.03 -0.37 0.03
H -0.07 0.24 -0.33
C -0.14 1.44 -0.31
C 0.87 -1.29 0.05
O -0.70 1.14 -0.65
O 0.61 -0.77 0.81
H -0.11 0.13 -0.29
H -0.37 0.06 0.19
H -0.54 -0.91 -0.03
H 0.49 -0.18 0.60
H 0.16 0.10 -0.11
H -0.17 0.37 -0.22

***

# 4
ORCA calculation (the ωB97M-V functional and the def2-TZVPD basis) on a cluster of 8 separate species, C10H33F3N12O9 in total at a distorted geometry.

For the highest occupied orbital energy, the calculation gives -5.3646 eV.

Last column: Löwdin charge in e.
Cartesian coordinates (Å):
O  13.9288  -16.4182  -3.0090  0.399
H  14.7726  -16.7502  -2.6938  0.194
H  13.9230  -15.4897  -2.7654  0.192
H  13.2095  -16.8389  -2.5323  0.189
C  14.0114  -9.5981  -3.5525  -0.505
O  15.2302  -9.0141  -3.1078  -0.111
O  13.7236  -10.6087  -2.6322  -0.305
C  13.0278  -8.4594  -3.9785  -0.694
F  12.5388  -7.9889  -2.9051  0.195
F  13.6665  -7.4680  -4.5492  0.149
F  12.0442  -8.7974  -4.7992  0.144
C  16.1655  -8.5630  -4.1410  -0.260
C  16.6198  -7.1121  -3.9688  -0.101
H  15.8209  -6.3827  -3.8354  0.066
H  17.2240  -7.1305  -3.0617  0.060
H  17.3708  -6.7355  -4.6633  0.063
H  15.9821  -8.6936  -5.2075  0.108
H  17.0179  -9.1526  -3.8036  0.105
H  14.2991  -10.1700  -4.4346  0.113
C  19.0161  -20.3669  -1.5356  -0.850
O  17.8393  -19.9726  -1.8090  -0.043
N  19.6484  -21.1922  -2.2370  0.177
N  19.6436  -20.0859  -0.5278  0.181
H  19.2429  -21.3290  -3.1518  0.139
H  20.5038  -21.5838  -1.8694  0.125
H  20.5338  -20.4979  -0.2871  0.132
H  19.2597  -19.3666  0.0683  0.140
C  18.3133  -13.4599  0.5890  -0.765
O  17.8381  -14.1258  -0.3171  -0.007
N  19.0703  -13.9539  1.5278  0.164
N  17.9748  -12.1577  0.6314  0.157
H  19.4732  -14.8800  1.5173  0.119
H  19.0831  -13.3644  2.3479  0.109
H  17.2103  -11.9962  -0.0086  0.116
H  18.2570  -11.4243  1.2659  0.106
C  11.4884  -11.7598  3.3959  -0.798
O  11.4533  -11.9380  4.5908  0.036
N  10.5424  -11.2629  2.6612  0.156
N  12.5831  -11.8308  2.6709  0.148
H  9.6155  -11.0351  2.9915  0.119
H  10.6451  -11.2114  1.6578  0.111
H  12.5232  -11.9403  1.6687  0.110
H  13.4291  -11.9295  3.2137  0.116
C  10.2841  -19.2674  0.6639  -0.847
O  11.4077  -19.2410  0.2671  0.051
N  9.6649  -18.3521  1.3452  0.159
N  9.4146  -20.1671  0.4029  0.149
H  10.2473  -17.6443  1.7694  0.127
H  8.8736  -18.7981  1.7867  0.112
H  8.4392  -19.9054  0.4172  0.121
H  9.7304  -21.0695  0.0774  0.129
C  11.8727  -18.0052  -8.7702  -0.834
O  12.7510  -18.2736  -9.5005  0.080
N  11.9893  -17.0165  -7.8921  0.150
N  10.7572  -18.6644  -8.6878  0.161
H  12.8935  -16.5755  -7.8030  0.116
H  11.1312  -16.7123  -7.4548  0.098
H  10.1559  -18.5218  -7.8888  0.105
H  10.4799  -19.2440  -9.4671  0.123
C  14.8082  -23.9096  -5.9066  -0.796
O  16.0408  -24.0891  -5.9182  0.002
N  13.9867  -24.7897  -6.4021  0.153
N  14.1593  -22.9375  -5.4329  0.165
H  13.1447  -24.2690  -6.6022  0.101
H  14.2217  -25.7308  -6.6833  0.128
H  13.1553  -22.8886  -5.5308  0.115
H  14.6007  -22.1655  -4.9540  0.132

Forces on the atoms, in the same order (eV/Å):
O 0.00 0.14 -0.50
H 1.14 -0.80 0.24
H -0.13 1.61 -0.03
H -0.82 -0.75 0.49
C 0.98 -4.27 0.61
O 0.58 2.08 -1.34
O -1.23 2.36 -1.17
C 1.90 -2.67 0.76
F -2.37 1.71 3.25
F 1.14 1.60 -1.60
F -0.88 -0.71 -0.76
C 0.77 0.13 1.39
C 0.40 0.07 1.38
H -0.03 -0.15 -0.19
H -0.30 0.37 0.50
H -0.36 -0.31 -0.74
H -0.90 -0.77 0.22
H 0.45 -0.20 -0.92
H -0.17 0.35 -1.24
C -8.29 1.19 -3.69
O 1.64 0.12 0.17
N 2.28 -4.37 -5.16
N 3.93 3.99 9.41
H 0.61 -0.78 0.06
H -0.22 -0.19 -1.06
H -0.29 0.43 0.02
H 0.21 -0.32 0.19
C -1.84 -0.05 -2.34
O -0.04 -1.02 -0.79
N 1.86 0.03 2.84
N -0.58 1.18 0.08
H -0.43 0.37 -0.08
H 0.66 -0.66 0.20
H 0.18 0.54 0.10
H 0.05 -0.44 -0.10
C 0.63 0.57 1.74
O -0.26 -0.42 1.31
N -4.76 1.29 -2.47
N 3.37 -1.13 -0.93
H 0.36 -0.37 0.29
H 0.02 0.24 0.32
H 0.66 0.22 0.34
H 0.02 -0.34 -0.68
C 1.56 1.16 -0.73
O 3.16 0.05 -0.69
N -0.99 3.53 2.48
N -3.17 -5.56 -1.96
H -0.56 0.01 0.28
H 0.21 1.40 0.96
H 0.25 -0.75 -0.18
H -0.42 0.27 -0.25
C 0.85 1.00 0.98
O 3.27 -1.18 -3.26
N -0.33 1.65 2.00
N -3.86 -2.00 0.22
H -0.54 0.18 0.01
H 0.73 0.60 0.19
H -0.15 -0.26 -0.56
H 0.02 0.03 0.42
C 6.62 -3.77 -1.09
O -0.91 0.77 0.63
N -2.91 -2.00 -1.57
N -2.61 6.38 2.96
H -0.60 -1.90 -0.74
H -0.05 0.64 -0.23
H 0.39 0.13 0.38
H 0.11 -0.26 -0.33

***

The gap between HOMO and LUMO results, record by record, are as follows: 9.82, 10.08, 9.73, 2.89 eV.
The relative energy (zero: lowest compared OMol25 entry of this formula, charge and spin) results, record by record, are as follows: 0.00, 31.99, 60.64, 285.37 kcal per mole.
The total energy results, record by record, are as follows: -28741.1501, -29133.2389, -31359.0074, -55360.8421 eV.